Record 1
Entry from the OMol25 dataset: a single C5H7NO molecule (ωB97M-V/def2-TZVPD).

Cartesian coordinates (Å):
C: -1.0316 0.4065 0.7110
H: 2.1317 0.2784 -0.2366
C: 1.1058 -0.0765 -0.2986
N: -1.9496 1.1625 1.1446
H: -0.4303 -0.6029 -1.7694
C: 0.0014 0.9332 -0.2027
O: -0.7554 -0.9141 0.9713
H: -2.6208 0.7502 1.7850
H: 0.1958 1.9906 -0.1216
H: 1.3646 -1.4729 1.3172
C: 0.2500 0.1977 -1.4870
H: 0.4559 -2.1782 -0.0304
H: 0.6556 0.7813 -2.3040
C: 0.6269 -1.2557 0.5211

For the HOMO energy, the calculation gives -9.7 eV. The frontier orbital gap is 10.739 eV. Its LUMO energy is 1.006 eV. As for the energy above the lowest of the compared OMol25 structures with the same formula, charge and spin: 31.6 kcal/mol. Its structure (SMILES) is [H]/N=C1\OC[C@H]2C[C@@H]12.

Record 2
Entry from the OMol25 dataset: 5 unconnected molecules or ions with the total composition C30H54Cl2F5N2O11P2S at a distorted geometry (ωB97M-V/def2-TZVPD).

Cartesian coordinates (Å):
C: 1.8807 -7.4114 5.4213
H: 3.2569 0.5985 -2.9039
C: -7.7774 2.4801 2.7302
H: 2.1450 -1.9987 -3.1210
O: -0.3501 1.5064 0.1047
F: 1.4168 -2.8353 1.2332
H: -6.6987 5.5154 4.0754
H: -2.0528 -1.2449 -1.8647
H: 1.6547 -0.6007 -4.0899
H: 10.3264 0.6418 0.7975
C: 2.4963 -1.2296 -3.8078
N: -2.2491 -0.4745 0.9015
H: -2.5048 -2.0736 -0.1206
C: 8.6575 -2.3931 1.1967
C: -1.6135 -0.2909 -1.5661
C: 1.4831 -7.3983 3.9648
H: 8.6547 -2.4414 2.2866
H: -1.2862 0.0010 2.6717
C: 0.2736 2.4352 -2.4147
C: 5.6500 1.3000 -0.7338
C: -5.3504 -0.1492 -5.2879
H: 0.8976 2.5654 -1.5364
H: -5.0241 -1.6148 -0.5273
C: 8.9391 -0.9829 0.7453
H: -8.3971 2.1166 3.5506
C: -0.9421 -0.3745 1.7092
C: -1.0956 3.0145 -2.1762
C: 10.2444 -0.3702 1.1856
H: 7.6890 -2.7101 0.8178
H: -3.3352 2.5373 1.2592
H: 6.2095 0.5212 -0.2228
H: 5.8654 2.7007 0.8820
H: 1.1754 -6.8212 6.0087
C: -1.9429 2.7561 -1.1608
O: -5.7504 2.1264 -4.8069
H: 0.6934 -5.4102 3.7971
C: 6.0260 2.6542 -0.1943
H: 1.9675 -0.3125 1.6652
F: 0.5230 -1.4665 3.1059
C: -7.4737 4.8128 3.7806
H: 1.4790 -1.0352 -0.7699
O: -5.6426 3.4477 3.1061
O: -2.7209 -1.7859 0.7824
H: -7.1645 1.6722 2.3519
C: 1.9140 -0.0874 -0.4680
H: -5.0824 2.7953 -7.1423
C: -6.8457 3.5730 3.2019
H: 5.4651 3.4558 -0.6719
H: 1.6735 0.6584 -1.2187
H: -0.5231 3.7264 1.3636
O: -4.4876 -1.2172 -1.2312
H: -1.7677 0.3755 -2.4113
C: 1.4198 -6.0463 3.2888
H: -8.0786 4.5532 4.6505
O: 4.0078 -1.0685 -1.8866
O: 1.2258 -8.4120 3.3629
H: 7.0898 2.8015 -0.3787
H: 1.8883 -8.4344 5.7879
H: -2.9869 -0.0260 1.4767
H: -5.9901 -0.7518 -5.9330
H: -3.0820 4.4436 2.4932
O: 4.2117 1.1056 -0.5775
H: 9.4342 -3.0653 0.8286
F: -1.4422 -2.2987 2.9039
H: 1.1269 -6.1806 2.2515
S: -5.2434 0.8854 0.6641
C: 1.5452 0.3744 0.9420
H: -3.9743 1.4071 -7.2277
H: -0.5603 -0.4501 -1.3808
P: -4.1608 0.2929 -0.8049
C: 0.0834 0.7302 1.2203
O: -4.1582 1.0208 -2.1971
H: 0.1239 1.4203 2.0659
C: 3.5866 -0.4174 -3.1128
C: 0.1298 -2.8631 1.2625
Cl: -1.5308 4.1637 -3.3667
H: -5.6479 1.2294 -7.7647
C: -2.2712 2.3498 1.2981
H: 10.2969 -0.3469 2.2750
Cl: -3.3961 3.6739 -1.0445
H: 2.8851 -1.7385 -4.6845
C: -5.4061 1.3161 -5.6395
H: 11.0797 -0.9681 0.8184
H: -5.0479 1.3460 -2.4328
C: -0.4301 -1.7564 2.2195
H: 0.7489 2.9864 -3.2211
H: 4.4794 -0.3689 -3.7302
H: 5.8922 1.2313 -1.7953
P: 3.6936 -0.3833 -0.4938
C: -2.3476 0.3234 -0.3746
O: 8.1481 -0.3729 0.0608
H: -8.4277 2.8536 1.9380
H: 2.8734 -6.9752 5.5430
C: -1.7335 1.7488 -0.0281
C: -5.0022 1.7171 -7.0332
O: 4.1530 -1.1948 0.6457
H: -2.1068 1.6770 2.1415
F: -0.3329 -2.6537 0.0203
H: 0.2485 1.3892 -2.7141
H: -5.6837 -0.2546 -4.2578
H: -4.3287 -0.5227 -5.3774
F: -0.2664 -4.0353 1.6433
H: -8.1259 5.2803 3.0414
N: -2.0956 4.6115 2.2761
C: -1.5706 3.6424 1.6553
H: 2.0819 1.3117 1.1041
H: 2.3958 -5.5591 3.3302

For the HOMO energy, the calculation gives -11.0 eV. The frontier orbital gap is 8.640 eV. As for the net charge: +1. Its LUMO energy is -2.402 eV.

Record 3
Entry from the OMol25 dataset: a single C4H5NO molecule (ωB97M-V/def2-TZVPD).

Cartesian coordinates (Å):
N: 0.7670 0.8834 0.1529
C: -0.8026 1.2375 0.3898
H: 1.0539 1.5534 -0.5539
H: 1.2353 -1.0088 0.8357
H: -1.6302 -2.0778 -0.0709
C: -1.5813 0.0457 0.3635
C: 1.2927 -0.3089 0.0107
O: -0.9974 2.4113 0.4775
C: -1.1773 -1.0896 -0.1391
H: 1.9978 -0.5143 -0.7917
H: -0.1579 -1.1321 -0.6745

For the HOMO energy (alpha / beta), the calculation gives -8.2 / -8.1 eV. The frontier orbital gap (alpha / beta) is 7.861 / 7.855 eV. Its LUMO energy (alpha / beta) is -0.292 / -0.295 eV. As for the energy above the lowest of the compared OMol25 structures with the same formula, charge and spin: 101.6 kcal/mol.